Formula: C12H14IrN3O8P2S6
Source: OMol25
Level of theory: wB97M-V/def2-TZVPD

Structure (ORCA input):
```
! RIJCOSX wB97M-V def2-TZVPD def2/J DEFGRID3
* xyz -2 1
Ir 2.155 -1.017 -0.860
S 5.699 1.831 -1.375
C 4.443 0.768 -1.175
S 4.345 -0.538 -0.062
S 2.964 0.744 -2.061
O 0.913 -5.101 0.856
P 0.769 -4.029 -0.364
O -0.541 -4.180 -1.011
O 1.205 -2.728 0.317
O 1.960 -4.455 -1.358
P 3.420 -3.720 -1.447
O 3.778 -3.512 0.114
O 4.446 -4.612 -1.998
O 3.135 -2.357 -2.101
H 0.474 -5.914 0.588
H 2.983 -3.281 0.623
C 0.136 -1.831 3.354
N 1.027 -0.927 2.654
C 2.394 -0.797 3.122
C 0.661 -0.424 1.483
O 1.405 0.253 0.755
H -0.370 -1.337 4.189
H 0.716 -2.669 3.740
H -0.598 -2.231 2.658
H 2.412 -0.336 4.113
H 2.951 -0.184 2.419
H 2.861 -1.783 3.176
H -0.370 -0.643 1.186
S -1.253 4.392 -3.769
C -1.216 2.984 -2.858
S -0.010 1.786 -3.156
C -0.678 0.746 -1.917
N -1.697 1.289 -1.324
N -2.001 2.538 -1.845
C -3.115 3.171 -1.219
C -3.591 4.423 -1.603
C -4.682 4.979 -0.947
C -5.314 4.313 0.089
C -4.836 3.066 0.467
C -3.751 2.495 -0.173
S -0.227 -0.884 -1.603
H -3.109 4.956 -2.404
H -5.034 5.954 -1.263
H -6.165 4.755 0.593
H -5.312 2.521 1.274
H -3.383 1.526 0.122
*
```

Calculated values
* LUMO energy: 4.03 eV
* Kohn-Sham gap: 6.346 eV
* maximum force: 0.87 eV Å⁻¹